[1]
Formula: C34H23BrN2O7PtS
Source: the Open Molecules 2025 dataset
Level of theory: ωB97M-V with the def2-TZVPD basis set

Each line ends with the Löwdin charge.
Positions of all 69 atoms, in Å:
Pt -0.013 0.376 -0.687  0.927
O 0.771 2.369 -2.831  0.035
C 0.272 1.394 -3.369  -0.619
O -0.066 0.286 -2.795  -0.220
C 0.027 1.402 -4.862  -0.085
C 0.429 2.504 -5.605  0.086
C 0.225 2.497 -6.973  -0.109
C -0.368 1.439 -7.636  0.086
C -0.761 0.366 -6.860  -0.109
C -0.577 0.322 -5.490  0.084
N -1.404 -0.781 -7.529  -0.352
O -1.821 -1.678 -6.827  0.087
O -1.466 -0.759 -8.742  0.083
N 0.660 3.661 -7.767  -0.352
O 0.505 3.607 -8.970  0.083
O 1.151 4.595 -7.169  0.089
H 0.891 3.346 -5.112  0.134
H -0.514 1.450 -8.704  0.131
H -0.892 -0.534 -4.913  0.132
C 0.797 0.939 0.834  -0.306
C 1.330 1.395 1.867  -0.082
C 1.937 1.908 2.955  -0.093
C 1.103 2.560 3.973  -0.166
C -0.244 2.195 4.091  -0.006
C -1.057 2.824 5.015  -0.060
C -0.544 3.830 5.823  -0.069
C 0.785 4.212 5.700  -0.066
C 1.607 3.583 4.781  -0.027
C 3.397 1.826 3.087  -0.173
C 4.009 1.754 4.342  -0.032
C 5.387 1.672 4.442  -0.067
C 6.168 1.662 3.295  -0.070
C 5.568 1.715 2.044  -0.062
C 4.192 1.790 1.938  -0.006
H -0.640 1.415 3.453  0.102
H -2.095 2.532 5.102  0.109
H -1.184 4.327 6.540  0.107
H 1.180 5.009 6.316  0.107
H 2.628 3.916 4.657  0.117
H 3.400 1.722 5.236  0.118
H 5.852 1.612 5.417  0.107
H 7.246 1.612 3.376  0.107
H 6.175 1.700 1.148  0.109
H 3.720 1.851 0.966  0.119
Br -2.007 1.323 0.244  0.178
O -1.004 -1.850 -1.212  -0.605
S -2.347 -2.119 -0.595  0.971
C -2.643 -3.865 -0.846  -0.373
C -1.589 -4.767 -0.797  -0.062
C -1.845 -6.107 -1.025  -0.066
C -3.140 -6.534 -1.299  -0.076
C -4.183 -5.623 -1.348  -0.075
C -3.934 -4.275 -1.127  -0.083
C -2.072 -2.159 1.178  -0.411
C -3.164 -2.061 2.025  -0.086
C -2.955 -2.039 3.395  -0.074
C -1.663 -2.103 3.902  -0.081
C -0.578 -2.189 3.041  -0.070
C -0.779 -2.216 1.668  -0.095
H -0.586 -4.410 -0.605  0.114
H -1.035 -6.823 -0.991  0.108
H -3.331 -7.582 -1.488  0.106
H -5.188 -5.957 -1.568  0.107
H -4.735 -3.547 -1.183  0.109
H -4.165 -1.985 1.619  0.114
H -3.799 -1.959 4.067  0.106
H -1.503 -2.082 4.972  0.104
H 0.428 -2.230 3.437  0.108
H 0.052 -2.268 0.977  0.099

Output
Molecular weight (g mol⁻¹): 878.6
E_tot (Ha): -5036.8666
Frontier orbital gap (spin up / spin down) (eV): 6.58 / 6.58
ΔE to the lowest compared entry with this formula, charge and spin (kcal per mole): 32.8
LUMO energy (spin up / spin down) (eV): -2.09 / -2.09

[2]
Formula: C34H24IrNP2S2
Source: the Open Molecules 2025 dataset
Level of theory: ωB97M-V with the def2-TZVPD basis set

Each line ends with the Löwdin charge.
Positions of all 64 atoms, in Å:
Ir 0.532 -1.415 -0.305  0.874
S 2.619 -0.919 0.954  0.280
P 1.923 0.918 0.444  0.435
C 0.364 0.674 -0.257  -0.679
P -1.244 0.705 0.376  0.420
S -1.365 -1.044 1.364  0.310
C -1.729 2.080 1.446  -0.321
C -1.389 2.036 2.795  -0.109
C -1.700 3.093 3.632  -0.072
C -2.376 4.198 3.132  -0.075
C -2.746 4.237 1.796  -0.076
C -2.424 3.183 0.955  -0.071
C -2.342 0.751 -1.056  -0.359
C -2.114 1.659 -2.088  -0.100
C -2.938 1.667 -3.199  -0.075
C -3.991 0.765 -3.289  -0.076
C -4.214 -0.148 -2.271  -0.069
C -3.387 -0.159 -1.156  -0.088
C 2.002 1.974 1.915  -0.328
C 1.863 1.388 3.172  -0.124
C 1.904 2.166 4.316  -0.079
C 2.081 3.540 4.216  -0.078
C 2.224 4.129 2.969  -0.073
C 2.192 3.350 1.823  -0.067
C 2.946 1.693 -0.823  -0.346
C 4.221 1.221 -1.096  -0.087
C 4.987 1.825 -2.085  -0.071
C 4.475 2.895 -2.801  -0.077
C 3.192 3.362 -2.540  -0.075
C 2.428 2.759 -1.558  -0.103
H -0.897 1.159 3.195  0.077
H -1.422 3.052 4.676  0.107
H -2.626 5.022 3.787  0.105
H -3.292 5.087 1.409  0.105
H -2.726 3.222 -0.082  0.095
H -1.273 2.340 -2.038  0.103
H -2.754 2.368 -4.002  0.105
H -4.630 0.765 -4.162  0.105
H -5.022 -0.862 -2.345  0.107
H -3.543 -0.884 -0.368  0.076
H 1.737 0.315 3.252  0.077
H 1.801 1.701 5.287  0.109
H 2.115 4.147 5.110  0.105
H 2.375 5.197 2.890  0.106
H 2.325 3.822 0.860  0.097
H 4.609 0.375 -0.543  0.076
H 5.978 1.451 -2.297  0.106
H 5.073 3.358 -3.575  0.105
H 2.788 4.185 -3.112  0.105
H 1.415 3.099 -1.378  0.100
N -1.293 -11.145 -1.620  0.149
C -1.085 -10.020 -1.512  -0.187
C -0.822 -8.609 -1.373  -0.237
C -1.699 -7.812 -0.641  -0.026
C -1.441 -6.462 -0.506  -0.020
C -0.311 -5.890 -1.100  -0.252
C 0.560 -6.703 -1.830  -0.020
C 0.308 -8.054 -1.968  -0.026
C -0.062 -4.488 -0.962  -0.153
C 0.098 -3.280 -0.886  -0.315
H -2.573 -8.254 -0.183  0.119
H -2.114 -5.833 0.058  0.118
H 1.433 -6.262 -2.290  0.118
H 0.979 -8.685 -2.534  0.119

Output
Molecular weight (g mol⁻¹): 764.9
E_tot (Ha): -2948.0686
Frontier orbital gap (spin up / spin down) (eV): 6.86 / 6.43
ΔE to the lowest compared entry with this formula, charge and spin (kcal per mole): 0.0
Multiplicity: 5
LUMO energy (spin up / spin down) (eV): 0.20 / -1.77

[3]
Formula: C34H24N4O7PS9Zr
Source: the Open Molecules 2025 dataset
Level of theory: ωB97M-V with the def2-TZVPD basis set

Each line ends with the Löwdin charge.
Positions of all 80 atoms, in Å:
Zr -0.030 0.206 -0.509  1.190
O -3.519 -2.001 -0.431  -0.250
S -2.621 -1.014 -0.930  0.526
O -2.434 0.171 -0.078  -0.422
O -1.235 -1.481 -1.232  -0.473
C -3.224 -0.506 -2.523  -0.210
C -4.444 -1.036 -2.909  -0.047
C -4.941 -0.784 -4.182  -0.063
C -4.211 -0.017 -5.069  -0.060
C -2.988 0.522 -4.691  -0.042
C -2.482 0.289 -3.424  -0.195
S -0.957 1.146 -3.029  0.482
O -1.231 1.775 -1.713  -0.510
O -0.706 2.013 -4.129  -0.272
O 0.103 0.153 -2.732  -0.489
H -4.984 -1.655 -2.208  0.112
H -5.896 -1.199 -4.476  0.107
H -4.594 0.175 -6.063  0.108
H -2.417 1.142 -5.368  0.114
N -1.179 0.882 2.658  -0.105
P -0.932 2.048 1.416  0.995
C -2.554 2.893 1.473  -0.312
C -3.422 2.856 0.381  -0.074
C -4.664 3.476 0.457  -0.068
C -5.044 4.130 1.619  -0.089
C -4.178 4.180 2.705  -0.085
C -2.933 3.576 2.628  -0.091
C 0.109 3.287 2.243  -0.381
C 0.797 3.052 3.427  -0.117
C 1.568 4.061 3.994  -0.078
C 1.658 5.301 3.379  -0.078
C 0.975 5.538 2.192  -0.066
C 0.205 4.535 1.627  -0.095
C -1.032 -0.487 2.599  -0.394
C -1.312 -1.237 3.747  -0.013
C -1.152 -2.599 3.715  -0.065
C -0.731 -3.206 2.538  -0.054
C -0.488 -2.405 1.452  -0.130
N -0.622 -1.066 1.465  -0.067
H -1.511 1.221 3.548  0.103
H -3.122 2.350 -0.522  0.076
H -5.330 3.450 -0.397  0.105
H -6.011 4.615 1.676  0.099
H -4.465 4.705 3.608  0.100
H -2.248 3.655 3.465  0.105
H 0.765 2.071 3.887  0.086
H 2.113 3.867 4.910  0.101
H 2.272 6.081 3.814  0.101
H 1.057 6.499 1.699  0.105
H -0.326 4.727 0.699  0.100
H -1.634 -0.726 4.646  0.110
H -1.350 -3.187 4.603  0.107
H -0.590 -4.275 2.461  0.105
H -0.143 -2.821 0.518  0.080
O 6.414 -2.420 1.540  -0.092
C 5.331 -1.991 1.222  -1.038
S 4.418 -2.559 -0.179  0.948
C 3.039 -1.500 0.040  -1.135
C 3.066 -0.665 1.079  -1.134
S 1.813 0.457 1.486  0.528
S 4.482 -0.716 2.108  0.951
S 1.732 -1.589 -1.105  0.583
S -0.424 7.383 -2.822  0.547
C 0.484 6.141 -2.161  -1.085
S -0.035 4.508 -2.312  0.997
C 1.353 3.915 -1.434  -1.038
N 2.136 4.879 -1.068  -0.015
N 1.653 6.121 -1.476  -0.128
C 2.456 7.226 -1.027  -0.180
C 2.129 8.548 -1.311  -0.051
C 2.928 9.576 -0.820  -0.093
C 4.050 9.312 -0.056  -0.110
C 4.377 7.988 0.214  -0.092
C 3.596 6.950 -0.264  -0.030
S 1.749 2.292 -0.959  0.544
H 1.261 8.774 -1.907  0.005
H 2.655 10.598 -1.051  0.099
H 4.662 10.120 0.324  0.094
H 5.254 7.752 0.805  0.099
H 3.855 5.925 -0.052  0.102

Output
Molecular weight (g mol⁻¹): 1011.4
E_tot (Ha): -6028.2016
Frontier orbital gap (eV): 6.07
ΔE to the lowest compared entry with this formula, charge and spin (kcal per mole): 11.7
LUMO energy (eV): 1.81
Net charge: -1